No. 1
Below is C3H3NO as an isolated structure, with properties calculated with ωB97M-V/def2-TZVPD.

Output
* DFT total energy: -6692.990 eV
* lowest unoccupied orbital energy: 0.684 eV
* maximum force: 0.0594 hartree/bohr
* relative energy (zero: lowest compared OMol25 entry of this formula, charge and spin): 80.8 kcal per mole
* E_HOMO: -8.4 eV

Cartesian coordinates (Å):
1 N -1.34 0.06 -1.07
2 C 1.59 -0.22 1.05
3 C -0.10 -0.34 -0.91
4 C 0.66 -0.04 0.16
5 O 2.56 -0.32 1.71
6 H -1.88 0.56 -0.37
7 H -1.80 -0.10 -1.96
8 H 0.32 0.42 1.39

=====

No. 2
Below is C3H10NS as an isolated structure, with properties calculated with ωB97M-V/def2-TZVPD.

Output
* DFT total energy: -15574.745 eV
* lowest unoccupied orbital energy (spin up / spin down): -11.243 / -14.587 eV
* maximum force: 0.1003 hartree/bohr
* relative energy (zero: lowest compared OMol25 entry of this formula, charge and spin): 97.2 kcal per mole
* charge: +2
* E_HOMO (spin up / spin down): -21.8 / -21.5 eV
* spin multiplicity: 2

Cartesian coordinates (Å):
1 C 0.85 0.35 -1.24
2 N 1.72 -0.66 -0.89
3 H -0.06 0.05 -1.78
4 H 1.37 1.16 -1.77
5 H 2.23 -0.33 -0.07
6 H 1.22 -1.52 -0.65
7 C -1.47 -0.83 0.51
8 C -0.66 0.24 1.16
9 S -0.22 1.96 -0.03
10 H -0.94 -1.56 -0.09
11 H -2.29 -0.47 -0.09
12 H -1.91 -1.38 1.36
13 H -1.23 0.75 1.94
14 H 0.33 -0.03 1.51
15 H 1.06 2.27 0.13

=====

Please write out number 1 again, unchanged.
Below is C3H3NO as an isolated structure, with properties calculated with ωB97M-V/def2-TZVPD.

Output
* DFT total energy: -6692.990 eV
* lowest unoccupied orbital energy: 0.684 eV
* maximum force: 0.0594 hartree/bohr
* relative energy (zero: lowest compared OMol25 entry of this formula, charge and spin): 80.8 kcal per mole
* E_HOMO: -8.4 eV

Cartesian coordinates (Å):
1 N -1.34 0.06 -1.07
2 C 1.59 -0.22 1.05
3 C -0.10 -0.34 -0.91
4 C 0.66 -0.04 0.16
5 O 2.56 -0.32 1.71
6 H -1.88 0.56 -0.37
7 H -1.80 -0.10 -1.96
8 H 0.32 0.42 1.39

=====

- Among the records above, which one has the highest maximum force?
  C3H10NS

=====

- relative energy (zero: lowest compared OMol25 entry of this formula, charge and spin) of number 2 (C3H10NS)?
  97.2 kcal per mole